DFT (ωB97M-V with the def2-TZVPD basis set) results for 3 unconnected molecules or ions with the total composition C32H42FNO7PS3.

Charge: -1
E in eV: -94200.772

Atoms and positions in Å:
C1 2.511 3.999 -4.996
H1 -7.127 -2.506 -1.307
H2 -0.888 3.454 1.964
C2 -0.931 2.424 -4.353
H3 -2.815 -6.546 -1.026
H4 -0.061 3.589 -5.936
H5 3.585 -2.638 -0.337
H6 1.382 -4.607 -0.989
H7 5.570 5.433 -1.918
H8 2.750 -2.933 -1.855
C3 -2.511 -3.537 1.359
C4 3.208 6.997 -1.781
C5 -3.349 -5.739 0.881
C6 -0.727 1.855 -3.098
C7 -1.210 -0.093 -1.320
H9 -0.056 1.245 1.509
H10 1.687 -2.210 5.837
H11 5.252 4.179 -0.696
F1 1.909 1.739 1.644
C8 0.525 1.922 -2.499
H12 -4.870 -2.840 -0.417
S1 -0.188 -0.729 5.784
C9 2.090 -4.237 -0.246
H13 2.521 2.654 -2.683
O1 2.109 -0.600 0.075
O2 2.550 5.099 -0.062
H14 1.968 -1.516 2.208
P1 1.056 -3.406 1.029
H15 2.531 -0.177 -0.685
C10 -1.126 -2.270 -0.264
H16 3.268 -2.607 1.754
C11 -2.721 -5.702 -0.355
C12 1.549 2.586 -3.150
H17 1.274 3.244 -0.369
H18 -5.727 -2.278 1.447
H19 -5.971 -1.857 -2.468
O3 -3.107 -1.591 -1.344
N1 0.792 1.378 -1.194
H20 3.825 7.171 -2.662
H21 -3.709 -4.695 2.712
C13 5.018 5.194 -1.009
H22 0.362 3.084 3.150
C14 -4.141 -0.862 -0.684
H23 5.250 5.898 -0.209
H24 -0.455 2.870 -0.371
H25 0.383 0.968 4.239
H26 2.173 7.245 -2.007
H27 -1.907 2.341 -4.814
O4 2.174 4.921 -5.763
C15 -5.290 -1.833 -0.414
H28 -2.422 -2.696 2.036
H29 -6.878 -0.765 -1.393
C16 1.068 -1.729 6.594
H30 2.214 -3.018 3.129
C17 0.101 3.104 -4.983
C18 0.966 0.296 4.864
H31 3.995 -4.045 -1.296
C19 0.100 0.160 -0.922
S2 3.261 5.252 -1.368
H32 1.594 -0.335 4.236
C20 0.544 2.452 -0.193
H33 0.733 4.173 1.782
C21 -3.237 -4.652 1.740
C22 3.166 -3.415 -0.971
H34 2.545 -5.103 0.236
C23 0.604 2.084 1.268
C24 0.181 3.289 2.096
C25 -1.817 -1.300 -0.981
H35 -3.786 -0.415 0.246
C26 2.252 -2.561 2.141
H36 -4.475 -0.047 -1.333
H37 1.573 0.875 5.560
C27 -1.877 -3.498 0.121
H38 -3.914 -6.606 1.194
O5 3.648 3.668 -4.565
C28 0.809 -0.847 -0.257
O6 -0.867 -1.607 4.797
H39 3.559 7.584 -0.931
O7 -5.869 -1.529 0.864
C29 -1.988 -4.589 -0.731
C30 0.219 -2.072 0.091
H40 0.556 -2.482 7.189
S3 -2.092 1.091 -2.273
C31 -6.376 -1.731 -1.464
C32 1.352 3.197 -4.379
H41 1.673 -1.095 7.242
H42 -1.502 -4.569 -1.698

Mulliken population analysis, charges in e, atoms 1 to 2:
1. C 0.307
2. H 0.404

=====

DFT (ωB97M-V with the def2-TZVPD basis set) results for a molecular structure, C32H42N2OP2Re at a distorted geometry.

⟨S²⟩: 3.794
Charge: +2
E in eV: -59586.606
2S+1: 4

Atoms and positions in Å:
H1 -3.564 1.459 -2.798
C1 2.156 1.690 -2.488
H2 -2.077 -3.144 0.189
H3 0.738 -4.422 -0.868
C2 -2.596 0.964 -2.651
C3 -2.300 -1.417 2.732
H4 -0.723 4.918 -4.347
H5 4.618 -2.025 -4.116
C4 0.250 3.660 2.186
H6 -0.818 5.081 3.404
H7 1.174 -3.388 0.528
H8 2.571 -3.424 -4.007
H9 0.179 -3.657 -3.116
C5 1.064 -3.419 -0.560
H10 -2.654 3.430 -4.011
H11 -2.601 2.513 0.817
H12 -3.910 0.109 0.795
H13 1.942 1.506 -1.459
C6 -2.803 3.589 4.462
C7 -3.794 -0.060 -0.281
H14 1.993 4.854 2.581
H15 1.060 -1.950 2.180
H16 -0.525 -1.505 4.736
H17 -2.400 3.729 5.478
C8 1.309 -1.841 -3.286
H18 -2.626 -0.037 -3.112
H19 -2.566 -2.795 -1.510
C9 0.731 3.529 -3.598
H20 -1.028 0.164 4.552
C10 -0.565 3.938 -3.948
H21 -2.659 -1.708 1.742
C11 -2.490 2.497 -0.273
C12 -0.677 1.413 2.137
H22 2.030 -3.174 -1.022
H23 -3.238 4.554 4.162
H24 -4.661 0.358 -0.810
H25 -2.925 -0.608 3.117
C13 2.391 0.329 -3.098
H26 1.861 4.266 0.920
N1 0.164 0.144 -2.229
C14 0.318 2.339 1.750
C15 -1.486 1.822 -3.190
H27 -0.071 -2.959 3.127
C16 -1.738 3.148 3.494
H28 1.589 4.200 -3.704
P1 -0.245 -2.238 -1.127
H29 -1.546 -4.239 -1.137
C17 0.889 2.241 -3.080
C18 1.285 4.648 1.767
P2 -2.299 0.773 -0.852
H30 -0.820 -2.214 -3.508
C19 -0.176 1.394 -2.887
C20 -0.775 4.054 3.046
N2 -0.645 0.082 1.718
Re1 -0.207 -0.241 -0.318
H31 -0.427 -2.699 1.419
C21 1.272 -0.474 -2.962
H32 -1.599 3.083 -0.518
C22 0.052 -2.582 -2.940
H33 -2.389 -2.272 3.408
H34 -3.622 2.858 4.530
H35 0.648 -0.319 4.151
H36 -3.365 2.966 -0.739
C23 2.513 -2.361 -3.755
C24 -0.834 -1.015 2.691
C25 -0.406 -0.618 4.104
C26 -1.768 -3.194 -0.865
C27 3.616 -0.206 -3.501
C28 3.682 -1.575 -3.812
C29 0.004 -2.227 2.313
C30 1.673 -0.485 0.090
C31 -1.686 1.834 3.040
H37 4.526 0.424 -3.507
O1 2.805 -0.757 0.253
H38 -2.442 1.109 3.369
C32 -1.650 3.074 -3.784
H39 3.024 2.344 -2.396
H40 1.129 2.001 1.105
H41 -3.730 -1.138 -0.468
H42 0.836 5.608 1.486

Mulliken population analysis, charges in e, atoms 1 to 2:
1. H 0.705
2. C -0.078

=====

DFT (ωB97M-V with the def2-TZVPD basis set) results for a gas-phase ion, C32H42N3O (charge +1) at a distorted geometry.

Charge: +1
E in eV: -40376.372

Atoms and positions in Å:
C1 -3.534 0.084 -0.924
C2 2.868 0.706 -0.439
H1 -5.207 2.212 -5.165
H2 -0.611 -1.786 1.437
N1 4.092 0.612 0.077
C3 -5.014 2.607 -4.166
C4 5.112 1.400 -0.643
C5 -5.817 -1.195 1.723
H3 2.067 -3.244 4.212
H4 -1.229 -1.203 -1.515
H5 1.042 -1.395 2.887
C6 1.684 -2.132 2.387
H6 -5.904 -2.274 1.880
C7 2.305 -3.129 3.154
H7 6.187 -1.450 1.831
H8 3.104 1.279 -2.484
C8 -2.893 -0.354 2.343
H9 -5.788 5.238 -2.130
H10 -6.255 4.363 -4.427
H11 -3.145 2.006 -0.028
C9 6.527 1.374 -0.089
C10 1.480 0.244 0.108
H12 2.892 -2.961 -0.696
H13 -2.046 1.590 -1.354
H14 -1.814 -0.455 2.505
C11 -3.346 -1.205 1.149
H15 7.181 1.743 -0.885
H16 3.282 2.657 -1.396
C12 -4.178 1.894 -3.296
C13 3.504 -3.901 1.170
H17 -3.128 0.706 2.165
H18 -2.074 -2.949 1.516
H19 7.947 0.071 0.837
H20 3.805 -4.702 3.143
H21 -6.741 -0.809 1.290
C14 5.950 -0.446 1.466
H22 -0.150 0.463 -1.375
H23 -0.177 1.646 -0.071
H24 6.970 -0.724 -0.425
H25 -3.711 0.960 -3.616
H26 4.277 -4.512 0.684
C15 1.880 -2.112 1.002
C16 2.738 1.707 -1.535
N2 -2.689 -0.769 -0.082
C17 3.257 -3.972 2.550
H27 0.973 1.822 -2.772
H28 -3.423 -0.702 3.240
C18 -5.338 4.301 -2.464
H29 -3.621 -2.954 2.384
H30 3.798 -0.598 1.778
C19 1.252 2.010 -1.726
C20 2.755 -3.019 0.390
C21 6.946 0.000 0.400
H31 4.415 -1.412 0.352
C22 1.071 -1.163 0.098
C23 -1.425 -1.142 -0.430
H32 1.443 0.607 1.160
H33 -3.596 -0.363 -1.935
H34 5.989 0.237 2.321
C24 -4.504 3.587 -1.597
H35 1.017 3.064 -1.538
C25 -5.600 3.809 -3.750
H36 5.155 1.067 -1.695
H37 1.216 -1.533 -0.932
C26 0.490 1.100 -0.754
H38 6.582 2.088 0.743
C27 4.516 -0.498 0.950
N3 -4.734 -0.923 0.813
C28 -0.405 -1.358 0.454
C29 -3.134 -2.701 1.435
H39 4.846 2.468 -0.628
C30 -4.892 -0.044 -0.228
O1 -5.940 0.516 -0.538
H40 -5.642 -0.727 2.699
H41 -4.294 3.955 -0.589
C31 -3.955 2.362 -1.996
H42 -3.563 -3.293 0.615
C32 -3.101 1.552 -1.034

Mulliken population analysis, charges in e, atoms 1 to 2:
1. C -0.065
2. C 0.371

=====

DFT (ωB97M-V with the def2-TZVPD basis set) results for a molecular structure, C32H42N5O7SSbTa at a distorted geometry.

Energy relative to the best compared isomer or geometry (same formula, charge and spin) in eV: 0.820
Charge: +1
E in eV: -74572.678

Atoms and positions in Å:
C1 -4.767 0.077 1.723
H1 0.970 -6.640 3.456
H2 -2.553 5.406 1.119
H3 -0.129 6.844 0.540
C2 -3.846 1.858 -0.220
C3 3.769 -1.401 -1.294
H4 -0.762 -2.273 -4.937
O1 0.190 -0.042 -1.872
H5 -0.748 0.062 4.620
H6 4.846 0.173 1.355
H7 -6.520 1.297 1.789
C4 3.625 1.843 -1.235
H8 3.941 2.465 1.681
H9 -2.951 3.196 -3.033
C5 -1.816 -3.808 -3.825
H10 -5.112 -0.626 2.472
C6 0.119 0.578 4.204
H11 3.540 -2.716 -3.002
S1 0.464 2.505 -0.506
C7 0.923 -4.096 1.222
C8 2.973 -1.942 -2.482
Sb1 2.670 0.156 -0.246
C9 -5.544 1.145 1.349
O2 -0.706 1.158 2.021
C10 -0.278 3.945 0.067
H12 3.716 1.108 -3.280
H13 4.019 1.679 3.259
H14 -5.688 2.864 0.052
H15 3.649 2.862 -3.141
C11 -2.730 -1.258 1.537
C12 0.055 0.440 2.714
C13 -2.222 -3.195 -1.553
C14 -3.020 0.786 0.177
C15 1.263 -6.027 2.614
C16 0.175 -2.873 0.895
H16 4.698 1.703 -1.089
H17 -3.209 1.467 -2.715
H18 0.052 1.626 4.486
N1 -1.102 3.867 1.103
C17 3.270 1.930 -2.718
C18 3.539 1.648 2.280
N2 -1.517 -1.476 1.156
H19 -1.720 2.263 -2.159
H20 -0.317 -4.594 2.890
C19 -5.083 2.027 0.376
N3 -1.578 -2.042 -1.694
C20 3.793 0.302 1.603
H21 0.080 7.027 -1.197
H22 2.293 -3.860 -0.407
H23 2.191 1.905 -2.871
H24 0.679 4.876 -1.354
H25 2.025 -2.371 -2.153
H26 -2.650 -3.391 -0.576
H27 2.470 1.822 2.424
H28 4.001 -2.187 -0.576
H29 1.021 0.120 4.600
C21 2.020 -4.466 0.447
O3 0.751 -0.433 2.114
H30 -1.482 6.519 -0.565
C22 2.736 -5.610 0.759
C23 0.543 -4.888 2.307
H31 -1.212 2.930 1.466
C24 -2.350 -4.115 -2.583
H32 -1.146 5.692 2.169
H33 -1.892 -4.505 -4.648
C25 -3.500 -0.115 1.152
H34 3.479 -0.524 2.241
C26 -1.185 -2.586 -3.993
H35 4.701 -0.936 -1.617
O4 -3.472 2.800 -1.128
H36 3.583 -5.897 0.150
O5 0.646 -2.022 0.014
H37 2.750 -1.149 -3.199
Ta1 -0.145 -0.177 0.028
H38 2.926 -7.278 2.087
H39 3.307 2.742 -0.712
H40 -3.202 -2.016 2.158
C27 -2.789 2.393 -2.317
O6 -0.272 0.162 -4.045
C28 -1.826 4.935 1.779
C29 -0.406 6.433 -0.429
O7 -1.813 0.640 -0.345
H41 -2.862 -5.052 -2.412
C30 -0.357 -0.436 -3.007
N4 -0.958 -2.673 1.498
C31 2.364 -6.385 1.846
N5 0.051 5.058 -0.587
C32 -1.080 -1.749 -2.894
H42 -2.361 4.496 2.615

Mulliken population analysis, charges in e, atoms 1 to 2:
1. C -1.246
2. H 0.436

=====

DFT (ωB97M-V with the def2-TZVPD basis set) results for a molecular structure, C32H42NO5W at a distorted geometry.

⟨S²⟩: 2.014
Energy relative to the best compared isomer or geometry (same formula, charge and spin) in eV: 0.963
Charge: -1
E in eV: -47414.289
2S+1: 3

Atoms and positions in Å:
C1 2.001 -0.842 3.741
H1 0.217 5.027 4.812
O1 -1.128 -0.581 -7.318
H2 -0.164 -4.443 -6.233
H3 -1.826 2.512 7.040
C2 1.791 -1.226 -5.844
O2 2.670 -1.570 -5.088
O3 -1.167 -2.602 -6.468
H4 -2.113 -0.730 -1.632
C3 -1.167 -0.540 -3.613
H5 -0.828 -3.497 2.139
H6 1.542 -3.005 3.523
H7 3.209 -1.181 -8.751
C4 2.389 0.115 2.783
H8 -1.755 1.174 -4.790
C5 -1.209 -2.535 2.437
H9 1.867 -0.669 4.796
H10 4.062 -1.087 -7.187
C6 0.117 2.950 5.321
C7 -2.161 -0.467 2.371
H11 -2.118 -0.916 -3.985
H12 1.366 2.513 -3.269
H13 -2.354 3.071 -3.405
H14 -0.646 -2.418 4.582
H15 -1.087 3.811 -2.424
W1 0.180 -0.611 2.264
C8 -0.489 -3.745 -6.998
H16 -1.758 0.012 4.507
C9 0.361 -0.906 -5.454
C10 -0.877 0.838 -4.247
C11 0.005 0.551 6.014
H17 0.145 3.186 6.375
N1 -1.275 0.479 6.784
C12 0.055 1.614 4.880
H18 -0.355 -0.576 -1.595
H19 0.874 0.672 6.699
C13 2.076 -1.868 1.693
H20 2.636 -0.024 0.589
H21 -2.060 -1.732 0.549
C14 -1.109 -1.965 3.724
H22 3.237 -2.583 -7.648
C15 0.177 3.783 3.064
C16 1.830 -2.073 3.069
C17 3.206 -1.499 -7.715
H23 2.546 1.165 2.963
H24 -2.617 0.434 2.004
H25 -2.295 -0.870 8.096
H26 -2.450 1.438 8.277
C18 2.437 -0.514 1.526
C19 -1.277 3.153 -3.270
H27 1.218 0.956 -4.817
C20 -0.667 -1.341 -6.504
C21 -0.671 1.785 -3.041
H28 -0.852 3.612 -4.161
C22 -1.685 -0.679 3.684
H29 -0.318 -2.503 -4.083
O4 1.980 -0.992 -7.159
C23 0.775 1.917 -2.575
C24 0.092 1.370 3.426
H30 -0.506 -0.751 8.368
C25 0.146 2.482 2.573
H31 -0.691 1.847 8.321
H32 -1.184 -1.656 6.955
C26 0.270 0.626 -5.235
C27 -1.264 -0.251 -2.115
H33 2.021 -2.614 0.918
H34 1.269 0.955 -2.459
C28 -1.306 -0.756 7.597
C29 0.171 4.015 4.432
O5 -1.447 1.153 -1.997
C30 -0.037 -1.453 -4.071
H35 0.788 2.419 -1.610
H36 0.179 2.316 1.505
H37 0.225 4.619 2.380
H38 0.366 -3.432 -7.595
H39 -1.210 -4.238 -7.642
H40 0.087 -0.435 5.561
C31 -1.860 -1.609 1.600
H41 0.831 -1.358 -3.420
H42 0.121 1.142 -6.177
C32 -1.551 1.632 7.650

Mulliken population analysis, charges in e, atoms 1 to 2:
1. C -1.024
2. H 0.332